(1)
Formula: C3H5NO4
Source: the Open Molecules 2025 dataset
Level of theory: ωB97M-V/def2-TZVPD

Gap between HOMO and LUMO = 0.357 hartree
HOMO level = -9.223 eV
Spin multiplicity = 1
Net charge = 0
Energy relative to the best compared isomer or geometry (same formula, charge and spin) = 2.562 eV
E = -472.97530 a.u.
LUMO = 0.018 Ha

Each line ends with the natural charge from an NBO analysis.
Geometry (Å):
O: 2.193126 -0.496251 -1.614025  -0.58
C: 1.425128 -0.902887 -0.764702  0.81
O: 1.794591 -1.859837 0.113018  -0.68
C: -0.118211 -0.464209 -0.582871  -0.61
C: -0.171057 0.759767 0.214364  0.67
O: 0.625069 1.295013 0.945861  -0.55
N: -1.656748 1.082840 0.271897  -0.40
O: -2.065360 1.667080 1.499809  -0.56
H: 2.728362 -2.063468 -0.107737  0.50
H: -0.487485 -0.306687 -1.598438  0.27
H: -0.632379 -1.289677 -0.085405  0.26
H: -2.395356 0.526894 -0.150314  0.39
H: -1.239680 2.051423 1.858544  0.48

Atoms 1-2, force components in eV/Å:
O -1.297 -0.148 0.999
C -0.289 0.209 -0.893

(2)
Formula: C3H5NOP
Source: the Open Molecules 2025 dataset
Level of theory: ωB97M-V/def2-TZVPD

Gap between HOMO and LUMO = 0.249 hartree
HOMO level = -2.188 eV
Spin multiplicity = 1
Net charge = -1
Energy relative to the best compared isomer or geometry (same formula, charge and spin) = 0.720 eV
E = -588.52046 a.u.
LUMO = 0.168 Ha

Each line ends with the natural charge from an NBO analysis.
Geometry (Å):
O: -1.219504 -1.707090 -0.857089  -0.65
N: -0.699348 -0.680199 -0.354516  0.07
C: -1.146615 0.470606 -0.419285  -0.28
P: 0.019154 1.747526 0.252073  0.47
C: 0.963916 0.490493 0.965482  -0.98
C: 0.778657 -0.717627 0.150665  -0.30
H: -2.082593 0.801266 -0.750945  0.19
H: 0.309430 1.469596 -1.050731  -0.09
H: 0.732911 0.283116 1.981329  0.18
H: 1.393857 -0.582366 -0.705924  0.19
H: 0.950133 -1.575319 0.788941  0.20

Atoms 1-2, force components in eV/Å:
O -0.739 -2.314 -0.597
N 1.543 -1.634 -0.382

(3)
Formula: C3H5NOS
Source: the Open Molecules 2025 dataset
Level of theory: ωB97M-V/def2-TZVPD

Gap between HOMO and LUMO = 0.336 hartree
HOMO level = -8.480 eV
Spin multiplicity = 1
Net charge = 0
Energy relative to the best compared isomer or geometry (same formula, charge and spin) = 2.441 eV
E = -645.42199 a.u.
LUMO = 0.024 Ha

Each line ends with the natural charge from an NBO analysis.
Geometry (Å):
S: 2.713324 -0.247317 0.016223  -0.12
C: 1.092593 -0.223089 -0.078952  0.07
C: 0.130946 0.933415 -0.189564  -0.52
C: -1.155250 0.236438 0.255038  -0.08
O: -0.994726 -1.093653 -0.244818  -0.35
N: 0.326364 -1.335253 0.056450  -0.31
H: 0.022307 1.390921 -1.178481  0.24
H: 0.484276 1.791705 0.364151  0.25
H: -2.073921 0.655880 -0.231358  0.21
H: -1.258367 0.180431 1.346893  0.19
H: 0.712455 -2.289479 -0.115578  0.42

Atoms 1-2, force components in eV/Å:
S 0.498 0.183 -0.110
C -0.130 -0.596 -0.026

(4)
Formula: C3H5NOS
Source: the Open Molecules 2025 dataset
Level of theory: ωB97M-V/def2-TZVPD

Gap between HOMO and LUMO (spin up / spin down) = 0.326 / 0.290 hartree
HOMO level (spin up / spin down) = -9.784 / -8.161 eV
Spin multiplicity = 1
Net charge = 0
Energy relative to the best compared isomer or geometry (same formula, charge and spin) = 5.573 eV
E = -645.30688 a.u.
LUMO (spin up / spin down) = -0.034 / -0.010 Ha

Each line ends with the natural charge from an NBO analysis.
Geometry (Å):
C: -0.024277 -0.548336 0.954024  0.58
C: -1.018768 -0.623361 -1.456404  -0.47
C: -0.162818 -0.229207 -0.421718  -0.19
N: 1.218315 -0.468773 1.470913  -0.82
O: -1.020880 -0.915891 1.513293  -0.57
S: 0.780369 -0.571412 -1.829560  0.21
H: -1.509278 -1.721725 -1.539627  0.23
H: -1.647353 0.160122 -1.948279  0.23
H: -0.164883 2.545324 0.076971  0.00
H: 2.084721 -0.114119 1.212509  0.40
H: 1.428873 -0.873871 2.339743  0.39

Atoms 1-2, force components in eV/Å:
C 0.633 0.291 -0.886
C -2.978 -1.971 -1.900

(5)
Formula: C3H5NOS
Source: the Open Molecules 2025 dataset
Level of theory: ωB97M-V/def2-TZVPD

Gap between HOMO and LUMO = 0.298 hartree
HOMO level = -8.866 eV
Spin multiplicity = 1
Net charge = 0
Energy relative to the best compared isomer or geometry (same formula, charge and spin) = 4.387 eV
E = -645.35047 a.u.
LUMO = -0.027 Ha

Each line ends with the natural charge from an NBO analysis.
Geometry (Å):
C: -0.489862 -0.486943 0.604452  0.65
C: 0.639346 0.027976 -0.199679  -0.59
C: 0.414727 0.007365 -1.737831  -0.18
H: -1.765151 -0.289800 2.190499  0.40
H: -0.850771 1.448591 1.624298  0.35
H: 1.428475 -0.611758 0.006127  0.26
H: 1.098185 0.969850 0.249874  0.22
H: 0.023279 -0.855801 -2.102143  0.20
N: -0.667723 -0.058629 1.942585  -0.76
O: -1.013572 -1.382868 -0.008952  -0.58
S: 1.183068 1.232017 -2.569231  0.03

Atoms 1-2, force components in eV/Å:
C 0.817 -0.498 -1.124
C 0.255 3.500 0.146

(6)
Formula: C3H5NOS
Source: the Open Molecules 2025 dataset
Level of theory: ωB97M-V/def2-TZVPD

Gap between HOMO and LUMO (spin up / spin down) = 0.311 / 0.311 hartree
HOMO level (spin up / spin down) = -8.298 / -8.300 eV
Spin multiplicity = 1
Net charge = 0
Energy relative to the best compared isomer or geometry (same formula, charge and spin) = 5.721 eV
E = -645.30145 a.u.
LUMO (spin up / spin down) = 0.006 / 0.006 Ha

Each line ends with the natural charge from an NBO analysis.
Geometry (Å):
C: 0.225417 -0.567851 1.120790  -0.17
C: -1.002671 -0.239933 0.696667  -0.41
C: 1.211019 -0.747144 -0.116760  -0.09
N: -0.845044 2.262175 -0.713991  -0.86
O: 0.531296 -0.365023 -1.220393  -0.67
S: -1.047100 0.216550 -1.000157  1.03
H: 0.503145 -0.840033 2.113802  0.23
H: -1.992713 -0.221552 1.148656  0.26
H: 2.222282 -0.135136 -0.096785  0.21
H: 1.385861 -1.897249 -0.336172  0.20
H: -1.191491 2.535197 -1.595656  0.28

Atoms 1-2, force components in eV/Å:
C -0.024 -0.273 -2.379
C 0.373 -0.103 0.102